No. 1
Here is a structure of composition C15H40ClN6NbO14PS at a distorted geometry from the Open Molecules 2025 dataset. Energies are from the ωB97M-V functional and the def2-TZVPD basis.

XYZ file:
```
79
Properties=species:S:1:pos:R:3
N -1.28291 2.98757 -2.80029
C -2.48474 2.26056 -3.21441
C -2.23317 0.81122 -3.62020
C -1.84018 -0.13842 -2.48741
C -0.39462 0.04909 -1.98669
Nb -0.22416 0.30337 0.19960
C 1.83788 -0.68084 0.03999
O 2.88547 -0.31593 0.95963
C 3.44288 0.92906 0.66063
O 4.00107 0.98185 -0.63374
C 3.30029 1.73991 -1.60518
C 3.06965 3.21880 -1.28992
O 1.84420 3.64526 -1.86594
C -2.07284 1.58481 0.66731
C -3.35882 1.00461 1.05087
O -4.46108 1.35327 0.69802
Cl -3.28979 -0.38539 2.19375
P 0.36971 0.15850 2.76293
S 0.55515 1.99269 3.53989
H -1.50824 3.73874 -2.16392
H -0.78915 3.37703 -3.58903
H -3.00027 2.76402 -4.03933
H -3.17300 2.24619 -2.36879
H -3.19682 0.45247 -3.99547
H -1.51291 0.73106 -4.43636
H -1.91357 -1.13773 -2.89293
H -2.60005 -0.06851 -1.70490
H 0.17759 -0.84328 -2.26192
H 0.12224 0.88632 -2.45575
H 0.63071 1.95440 0.12524
H -1.13263 -1.28151 0.41705
H 2.19477 -0.64464 -0.98945
H 1.61718 -1.73182 0.25415
H 4.25708 1.09324 1.36634
H 2.67771 1.69302 0.81680
H 3.90519 1.66139 -2.50897
H 2.33574 1.28950 -1.84290
H 3.85564 3.82566 -1.73334
H 3.06111 3.38668 -0.21289
H 1.15950 3.03209 -1.54897
H -1.76367 2.19944 1.52341
H -2.26512 2.27729 -0.15379
H 1.53186 -0.57804 2.99728
H -0.66337 -0.52296 3.42377
C 4.40702 -2.85151 1.82702
N 3.06384 -3.41003 2.12776
O 2.54474 -4.12808 1.30330
O 2.56190 -3.08102 3.17912
H 4.71723 -3.22124 0.85803
H 4.29311 -1.77061 1.82325
H 5.07680 -3.17644 2.61751
C 1.88091 -2.88753 6.64414
N 1.96121 -1.46412 6.21408
O 1.12143 -1.07004 5.44431
O 2.88055 -0.81255 6.66322
H 1.02457 -3.33943 6.15967
H 2.80565 -3.36686 6.34053
H 1.78192 -2.89376 7.72501
C -3.43767 -4.95129 -4.05179
N -3.07978 -3.52612 -3.80851
O -3.03798 -2.78215 -4.76498
O -2.85496 -3.21753 -2.66357
H -3.61001 -5.08272 -5.11262
H -2.60677 -5.55509 -3.70178
H -4.32966 -5.16173 -3.47098
C -2.67100 -3.54354 2.54976
N -2.56933 -5.00831 2.79773
O -2.63892 -5.40210 3.94319
O -2.42892 -5.72563 1.83215
H -2.80060 -3.04917 3.50383
H -1.75765 -3.22156 2.05609
H -3.52298 -3.38095 1.89842
C 0.28205 6.37874 -2.11029
N -1.14967 6.75667 -2.25393
O -1.43664 7.93493 -2.22419
O -1.94405 5.85517 -2.39945
H 0.85923 7.28795 -1.99798
H 0.37495 5.73685 -1.24087
H 0.56798 5.83083 -3.00134
```

As for the charge: -1. The value obtained for the highest occupied orbital energy is -0.1595 Eh. The value obtained for the calculated total energy is -3233.50101 hartree. The largest force on an atom comes out at 0.040 Eh/bohr.

Atom charges from the Mulliken analysis, given in e for atoms 1 to 2: number 1, N, carries -0.051; number 2, C, carries -0.784

No. 2
Here is a cluster of 7 separate species, C22H55B3N2O9S in total at a distorted geometry from the Open Molecules 2025 dataset. Energies are from the ωB97M-V functional and the def2-TZVPD basis.

XYZ file:
```
92
Properties=species:S:1:pos:R:3
C 2.77929 0.22323 -1.40623
C 3.36426 1.43402 -0.41483
N 2.39413 2.03042 0.39661
C 4.93869 1.88976 -0.45408
B 5.70981 1.86189 0.99830
O 6.08645 0.66395 1.77472
B 5.32634 0.81582 3.06423
O 5.70263 2.03830 3.85809
B 5.32828 3.15051 2.91445
N 4.23401 4.10490 3.35902
C 3.88955 4.99460 2.37131
S 3.19584 5.87168 1.04671
O 6.02962 3.18518 1.61306
H 2.69268 0.71708 -2.48558
H 1.66731 -0.05692 -1.09326
H 3.45103 -0.73655 -1.40332
H 2.84839 2.79489 0.95219
H 5.10759 2.95470 -0.95738
H 5.50338 1.11331 -1.15778
H 4.48149 0.05991 3.37454
C 3.42701 -4.96046 -1.11660
C 2.48253 -3.95773 -1.76012
C 1.40800 -4.65510 -2.57900
O 3.22633 -3.08291 -2.60432
H 3.94330 -5.55665 -1.87733
H 4.20236 -4.44391 -0.54056
H 2.88723 -5.63855 -0.44824
H 2.01317 -3.34360 -0.98391
H 1.85273 -5.24052 -3.39162
H 0.74311 -3.92079 -3.04623
H 0.80768 -5.32410 -1.95457
H 3.64664 -3.61963 -3.29666
C -2.44096 -0.98649 -1.67576
C -1.62246 0.28559 -1.82913
C -2.23653 1.21870 -2.86050
O -0.29620 -0.05139 -2.22748
H -2.48485 -1.54054 -2.62011
H -1.98046 -1.65390 -0.93934
H -3.46287 -0.76208 -1.35450
H -1.55440 0.79813 -0.86340
H -2.27321 0.74280 -3.84692
H -1.63024 2.12433 -2.96931
H -3.25234 1.50922 -2.57486
H -0.34688 -0.50697 -3.08418
C -0.68863 6.13402 -2.06533
C -1.24343 5.68984 -3.40942
C -2.11987 6.76597 -4.03014
O -2.00863 4.50025 -3.23461
H -1.49786 6.33480 -1.35432
H -0.06985 5.34487 -1.62469
H -0.08155 7.03884 -2.16836
H -0.41722 5.45136 -4.08798
H -2.97988 6.98918 -3.38874
H -2.52213 6.42767 -4.99105
H -1.55578 7.68979 -4.19205
H -2.74461 4.70259 -2.63340
C -2.52369 -0.54986 1.91844
C -3.89268 0.11149 1.90690
C -4.55425 0.03989 3.27390
O -4.72221 -0.53677 0.94625
H -2.60342 -1.61138 2.17828
H -2.06469 -0.50167 0.92505
H -1.85633 -0.06349 2.63673
H -3.79306 1.15850 1.60061
H -4.70596 -1.00078 3.58184
H -5.54375 0.50871 3.24750
H -3.94780 0.54387 4.03291
H -4.81623 -1.46713 1.21017
C 3.44748 -8.53642 2.05785
C 4.62030 -8.11586 1.18649
C 5.93031 -8.68403 1.70856
O 4.70078 -6.69322 1.15749
H 3.56848 -8.16763 3.08257
H 2.51301 -8.11012 1.67724
H 3.34882 -9.62602 2.08801
H 4.45545 -8.45586 0.15830
H 6.13935 -8.32047 2.72097
H 6.76701 -8.36302 1.07888
H 5.90615 -9.77805 1.72834
H 4.84711 -6.38242 2.06636
C -7.56586 2.49776 2.48673
C -6.74737 3.76985 2.33336
C -7.36144 4.70295 1.30199
O -5.42110 3.43287 1.93501
H -7.60976 1.94372 1.54238
H -7.10536 1.83035 3.22315
H -8.58777 2.72217 2.80799
H -6.67930 4.28239 3.29908
H -7.39811 4.22705 0.31557
H -6.75514 5.60859 1.19318
H -8.37725 4.99348 1.58762
H -5.47179 2.97729 1.07831
```

The SMILES is [H]/N=C(/C)CB1OBOB(N=C=S)O1.CC(C)O.CC(C)O.CC(C)O.CC(C)O.CC(C)O.CC(C)O. The value obtained for the highest occupied orbital energy is -0.3613 Eh. The value obtained for the calculated total energy is -2130.71983 hartree. The largest force on an atom comes out at 0.158 Eh/bohr.

Atom charges from the Mulliken analysis, given in e for atoms 1 to 2: number 1, C, carries -0.590; number 2, C, carries 0.681

No. 3
Here is the ion C5H13N2 with charge +1 at a distorted geometry from the Open Molecules 2025 dataset. Energies are from the ωB97M-V functional and the def2-TZVPD basis.

XYZ file:
```
20
Properties=species:S:1:pos:R:3
C 1.24188 2.30801 -0.48005
C 0.33807 1.46145 -0.94080
C -1.04836 -2.10094 -0.47688
C -0.69531 0.50722 1.27143
C 1.26995 -0.46027 0.18158
N -0.98534 -0.66959 -0.71299
N -0.04817 0.18418 -0.01462
H 1.45525 3.15020 -1.00878
H 1.83746 2.19288 0.36053
H -0.32200 1.42758 -1.77285
H -1.25239 -2.38154 0.60095
H -1.82509 -2.57939 -0.97194
H -0.20099 -2.69723 -0.80908
H -1.71451 0.67525 0.94747
H -0.72408 -0.36831 1.90055
H -0.19813 1.30922 1.80863
H 1.08000 -1.35625 0.78290
H 1.86165 -0.70546 -0.66488
H 1.72542 0.29638 0.87590
H -1.79534 -0.19339 -0.87706
```

As for the charge: +1. The SMILES is C=C[N+](C)(C)NC. The value obtained for the highest occupied orbital energy is -0.5158 Eh. The value obtained for the calculated total energy is -307.45188 hartree. The largest force on an atom comes out at 0.074 Eh/bohr.

Atom charges from the Mulliken analysis, given in e for atoms 1 to 2: number 1, C, carries -0.861; number 2, C, carries 0.141

| no. | frontier orbital gap (eV) |
| --- | --- |
| 1 | 6.130 |
| 2 | 9.196 |
| 3 | 10.995 |